Entry w
# C4H9BO2

A 2-piece molecular cluster, C4H9BO2 overall (ωB97M-V/def2-TZVPD, OMol25).

Last column: natural (NBO) charge in e.
Atoms and positions in Å:
B -1.279 -0.989 0.044  0.42
C -3.028 0.280 -0.093  0.58
C 0.581 1.419 -0.453  -0.63
C 1.693 -0.593 0.589  -0.63
C 0.902 -0.065 -0.609  0.12
O -3.936 0.209 0.581  -0.47
O -0.269 -0.836 -0.818  -0.68
H -2.058 -1.816 -0.272  -0.07
H -1.259 -0.565 1.153  -0.09
H 0.093 1.795 -1.349  0.22
H -0.089 1.565 0.392  0.21
H 1.496 1.981 -0.284  0.22
H 1.841 -1.665 0.488  0.22
H 1.149 -0.403 1.511  0.21
H 2.663 -0.106 0.643  0.21
H 1.500 -0.211 -1.520  0.18

Summary:
Frontier orbital gap: 0.3955 hartree
Net charge: 0



Entry x
# C4H9BO2

C4H9BO2 in the gas phase (ωB97M-V/def2-TZVPD, OMol25).

Last column: natural (NBO) charge in e.
Atoms and positions in Å:
B 1.249 -1.146 0.491  0.03
C 2.500 -0.120 0.388  0.77
C -1.704 -0.602 -0.177  -0.65
C -0.313 1.576 0.073  -0.64
C -0.483 0.204 -0.641  0.14
O 3.251 0.506 -0.188  -0.40
O 0.592 -0.635 -0.720  -0.67
H 0.785 -1.051 1.608  -0.02
H 1.962 -2.143 0.316  0.02
H -1.806 -1.496 -0.668  0.21
H -1.611 -0.818 0.811  0.20
H -2.703 -0.242 -0.170  0.21
H 0.698 1.959 -0.031  0.21
H -0.688 1.422 1.017  0.21
H -0.927 2.254 -0.340  0.22
H -0.800 0.332 -1.771  0.16

Summary:
Frontier orbital gap: 0.3720 hartree
Net charge: 0



Tell me which of them is the most stable. Sure, it is entry w.



Entry w
# H2N5O2

An isolated ion of composition H2N5O2 and charge -1 (ωB97M-V/def2-TZVPD, OMol25).

Last column: natural (NBO) charge in e.
Atoms and positions in Å:
O 0.466 1.129 -1.770  -0.68
N 0.377 0.552 -0.616  0.12
N 0.580 -0.918 -0.503  -0.37
N 0.318 -1.011 0.918  -0.36
N -0.842 -0.195 1.072  -0.29
N -0.717 0.758 0.234  0.39
O -1.250 1.839 0.253  -0.47
H 0.002 -1.504 -1.057  0.32
H 1.065 -0.651 1.468  0.33

Summary:
Frontier orbital gap (alpha / beta): 0.2884 / 0.2884 hartree
SMILES string: [O-]N1NNN=[N+]1[O-]
Net charge: -1



Entry x
# H2N5O2

An isolated ion of composition H2N5O2 and charge -1 (ωB97M-V/def2-TZVPD, OMol25).

Last column: natural (NBO) charge in e.
Atoms and positions in Å:
O 2.500 -1.016 0.545  -0.67
N 1.249 -0.788 0.690  0.16
N 0.537 -0.080 -0.361  -0.34
N -0.729 0.178 0.197  -0.36
N -0.499 0.138 1.737  -0.28
N 0.672 -0.386 1.861  0.37
O 1.160 -0.701 2.961  -0.51
H 0.994 0.826 -0.547  0.31
H -1.313 -0.650 0.029  0.32

Summary:
Frontier orbital gap (alpha / beta): 0.2822 / 0.2822 hartree
SMILES string: [O-]N1NNN=[N+]1[O-]
Net charge: -1



Tell me which of them is the most stable. Sure, it is entry x.



Entry w
# C13H18N5O4S2Ti

C13H18N5O4S2Ti as an isolated structure (ωB97M-V/def2-TZVPD, OMol25).

Last column: Löwdin spin population.
Atoms and positions in Å:
Ti 0.864 -0.953 -0.467  0.05
N 2.645 -0.358 -1.885  0.00
C 3.250 0.937 -1.617  0.00
C 3.045 1.344 -0.159  0.00
O 3.772 2.240 0.317  0.00
N 2.061 0.683 0.416  0.00
C 1.764 1.029 1.784  0.00
C 0.464 0.368 2.230  0.00
O 0.030 0.570 3.363  0.00
O -0.127 -0.359 1.338  0.00
H 3.253 -1.154 -1.745  0.00
H 2.143 -0.448 -2.756  0.00
H 2.748 1.688 -2.230  0.00
H 4.320 0.974 -1.841  0.00
H 1.654 2.110 1.920  0.00
H 2.559 0.716 2.472  0.00
O 0.556 -1.917 -1.782  0.00
N 0.153 -2.941 0.626  0.00
C -1.009 -3.564 0.725  0.00
C -1.113 -4.869 1.170  0.00
C 0.069 -5.540 1.489  0.00
C 1.284 -4.894 1.361  0.00
C 1.302 -3.559 0.909  0.00
S 2.720 -2.581 0.711  0.00
H -1.880 -2.981 0.448  0.00
H -2.081 -5.345 1.260  0.00
H 0.036 -6.568 1.836  0.00
H 2.220 -5.385 1.587  0.00
S -0.617 0.624 -1.812  0.16
C -1.020 2.115 -0.995  0.49
N -1.525 2.144 0.317  0.10
C -2.973 2.313 0.400  0.04
C -3.373 3.560 -0.377  0.01
C -2.868 3.442 -1.808  0.04
N -1.417 3.237 -1.777  0.09
H -1.231 1.307 0.810  0.00
H -3.258 2.400 1.452  0.00
H -3.508 1.445 -0.025  0.00
H -2.916 4.437 0.091  0.00
H -4.461 3.685 -0.369  0.00
H -3.088 4.352 -2.376  0.00
H -3.386 2.599 -2.297  0.00
H -1.061 3.099 -2.713  0.00

Summary:
Expectation value of S²: 0.756
Spin multiplicity: 2
Frontier orbital gap (alpha / beta): 0.1566 / 0.2476 hartree
Net charge: -2



Entry x
# C13H18N5O4S2Ti

C13H18N5O4S2Ti as an isolated structure (ωB97M-V/def2-TZVPD, OMol25).

Last column: Löwdin spin population.
Atoms and positions in Å:
Ti 0.329 -0.186 1.141  0.96
N -0.290 2.126 1.695  0.00
C -0.481 2.174 3.150  0.00
C 0.747 1.518 3.794  0.00
O 1.240 2.035 4.822  0.01
N 1.144 0.485 3.086  0.01
C 2.474 -0.034 3.281  0.00
C 3.179 -0.088 1.917  0.00
O 4.399 -0.235 1.860  0.00
O 2.395 0.016 0.893  0.01
H 0.533 2.656 1.426  0.00
H -1.093 2.479 1.189  0.00
H -1.383 1.603 3.384  0.00
H -0.586 3.186 3.553  0.00
H 2.450 -1.063 3.657  0.00
H 3.066 0.572 3.971  0.00
O 0.127 0.843 -0.777  0.01
N -1.000 1.203 -1.340  0.01
C -0.900 1.876 -2.509  0.00
C -1.995 2.283 -3.220  0.00
C -3.262 1.977 -2.711  0.00
C -3.356 1.289 -1.531  0.00
C -2.223 0.871 -0.793  0.01
S -2.319 0.004 0.664  0.01
H 0.124 2.041 -2.809  0.00
H -1.859 2.818 -4.149  0.00
H -4.159 2.274 -3.242  0.00
H -4.316 1.027 -1.108  0.00
S 0.082 -2.424 1.980  -0.01
C 0.362 -2.167 0.231  -0.02
N -0.684 -2.785 -0.607  0.00
C -0.731 -2.199 -1.944  0.00
C 0.700 -1.960 -2.442  0.00
C 1.640 -2.921 -1.711  0.00
N 1.653 -2.695 -0.271  0.00
H -1.564 -2.640 -0.129  0.00
H -1.299 -1.257 -1.981  0.00
H -1.244 -2.906 -2.612  0.00
H 1.006 -0.938 -2.208  0.00
H 0.758 -2.099 -3.528  0.00
H 2.663 -2.817 -2.086  0.00
H 1.323 -3.950 -1.926  0.00
H 2.351 -1.991 -0.057  0.00

Summary:
Expectation value of S²: 0.758
Spin multiplicity: 2
Frontier orbital gap (alpha / beta): 0.1472 / 0.1461 hartree
Net charge: -2



Tell me which of them is the most stable. Sure, it is entry w.



Entry w
# C3H4NS

An isolated ion of composition C3H4NS and charge +1 (ωB97M-V/def2-TZVPD, OMol25).

Last column: natural (NBO) charge in e.
Atoms and positions in Å:
C 0.445 -1.542 -0.006  -0.03
C 1.891 -1.738 0.063  0.11
C 0.707 0.832 0.052  -0.43
N -0.148 -0.345 0.009  -0.39
S 2.446 0.388 -0.054  0.43
H -0.048 -2.414 -0.233  0.26
H 0.521 1.389 -0.802  0.28
H 0.527 1.375 0.936  0.29
H -1.198 -0.071 -0.009  0.48

Summary:
Frontier orbital gap (alpha / beta): 0.2572 / 0.2747 hartree
Net charge: +1



Entry x
# C3H4NS

An isolated ion of composition C3H4NS and charge +1 (ωB97M-V/def2-TZVPD, OMol25).

Last column: natural (NBO) charge in e.
Atoms and positions in Å:
C 0.846 1.047 -1.189  0.41
C -1.853 0.619 -1.443  -0.15
C -0.242 -0.216 0.736  -0.39
N 0.878 0.041 -0.223  -0.78
S -1.965 -0.223 -0.100  0.40
H -0.134 -1.188 1.220  0.26
H -0.273 0.576 1.489  0.26
H 1.009 -0.782 -0.855  0.50
H 1.733 0.126 0.365  0.49

Summary:
Frontier orbital gap (alpha / beta): 0.2705 / 0.2788 hartree
Net charge: +1



Tell me which of them is the most stable. Sure, it is entry w.



Entry w
# C3H12N2O3

A 3-piece molecular cluster, C3H12N2O3 overall (ωB97M-V/def2-TZVPD, OMol25).

Last column: natural (NBO) charge in e.
Atoms and positions in Å:
C -0.277 0.480 0.364  -0.28
N -1.424 -0.174 0.977  -0.28
C -2.577 -0.751 -0.053  0.35
N -2.673 0.248 -1.069  -0.81
O -2.208 -1.912 -0.440  -0.49
C 0.949 0.552 1.255  -0.62
H -0.579 1.457 -0.049  0.23
H 0.041 -0.014 -0.577  0.32
H -1.112 -1.137 1.138  0.39
H -3.501 -0.643 0.543  0.18
H -2.553 -0.188 -2.070  0.40
H 1.670 -0.250 1.157  0.27
H 0.581 0.297 2.260  0.20
H 1.412 1.551 1.209  0.27
H 4.375 -0.954 -0.016  0.46
H -3.426 0.993 -1.080  0.40
O 2.405 0.883 -1.071  -0.91
H 2.522 0.819 -2.040  0.44
H 2.981 -0.187 -0.443  0.48
O 3.395 -1.069 0.005  -1.00

Summary:
Frontier orbital gap: 0.1234 hartree
Net charge: 0



Entry x
# C3H12N2O3

A 3-piece molecular cluster, C3H12N2O3 overall (ωB97M-V/def2-TZVPD, OMol25).

Last column: natural (NBO) charge in e.
Atoms and positions in Å:
N 0.427 0.774 0.263  -0.57
C -0.347 -0.304 0.282  0.07
C -0.344 -1.048 -1.060  -0.63
C -2.023 0.218 0.509  0.34
N -2.294 1.309 -0.351  -0.84
O -2.749 -0.771 0.360  -0.49
H 1.291 0.609 0.985  0.46
H 0.186 1.323 -0.547  0.38
H -0.052 -0.948 1.105  0.27
H -0.801 -2.023 -0.892  0.24
H 0.674 -1.186 -1.412  0.28
H -0.953 -0.527 -1.795  0.22
H -1.817 2.173 -0.132  0.38
H -3.244 1.358 -0.682  0.41
H 3.791 -0.651 -1.094  0.47
H 2.500 0.424 2.267  0.45
O 2.840 -0.587 -0.988  -1.01
H -1.974 0.600 1.549  0.21
H 2.682 -0.481 -0.021  0.51
O 2.208 -0.261 1.654  -1.15

Summary:
Frontier orbital gap: 0.2365 hartree
Net charge: 0



Tell me which of them is the most stable. Sure, it is entry x.



Entry w
# C5H8O3

C5H8O3 in the gas phase (ωB97M-V/def2-TZVPD, OMol25).

Last column: natural (NBO) charge in e.
Atoms and positions in Å:
C -1.507 -0.707 1.453  -0.68
C -0.753 0.259 0.618  0.43
O -0.494 1.519 1.273  -0.75
C 0.104 0.011 -0.382  -0.25
C 0.378 -1.347 -0.945  -0.63
C 0.995 1.178 -0.646  0.80
O 0.644 2.349 -0.788  -0.64
O 2.155 0.805 -1.246  -0.69
H -2.193 -0.164 2.100  0.25
H -0.821 -1.299 2.057  0.24
H -2.080 -1.385 0.820  0.23
H -0.300 2.289 0.691  0.52
H 1.267 -1.328 -1.570  0.24
H 0.545 -2.099 -0.176  0.21
H -0.471 -1.655 -1.556  0.22
H 2.531 1.574 -1.701  0.50

Summary:
Frontier orbital gap: 0.3496 hartree
SMILES string: C/C(O)=C(\C)C(=O)O
Net charge: 0



Entry x
# C5H8O3

C5H8O3 in the gas phase (ωB97M-V/def2-TZVPD, OMol25).

Last column: natural (NBO) charge in e.
Atoms and positions in Å:
C 2.050 -0.015 -0.009  0.17
O 1.495 -1.432 0.066  -0.52
C 0.097 -0.943 0.088  0.35
C -1.415 -0.973 0.079  -0.43
C -1.383 0.481 -0.226  -0.45
C 0.022 1.127 0.380  0.37
O 1.239 1.145 -0.359  -0.54
O 0.234 0.098 1.213  -0.55
H 2.762 -0.047 -0.795  0.19
H 2.337 0.117 1.142  0.20
H 0.198 -0.471 -0.812  0.14
H -2.136 -1.223 0.853  0.24
H -1.491 -1.382 -0.944  0.22
H -2.399 1.028 -0.045  0.23
H -1.303 0.415 -1.380  0.19
H -0.308 2.075 0.749  0.18

Summary:
Frontier orbital gap: 0.3906 hartree
SMILES string: C1O[C@H]2CC[C@H](O1)O2
Net charge: 0



Tell me which of them is the most stable. Sure, it is entry w.